No. 1
ORCA calculation (ωB97M-V/def2-TZVPD) on a 2-piece molecular cluster, C18H27BrF3INO5 overall in a non-equilibrium geometry.

Geometry (Å):
C (-0.421, -2.235, -0.093)
C (-0.770, -1.080, 0.857)
C (-0.002, 0.186, 0.517)
Br (0.376, 1.198, 2.154)
C (-0.645, 1.019, -0.594)
C (0.131, 2.310, -0.866)
C (1.292, 2.161, -1.853)
O (2.049, 1.025, -1.495)
C (2.873, 0.515, -2.463)
F (2.256, -0.505, -3.095)
F (3.201, 1.436, -3.390)
F (3.995, 0.051, -1.881)
N (-0.914, 3.083, -1.602)
C (-2.081, 2.619, -1.448)
C (-2.116, 1.463, -0.489)
C (-2.514, 2.149, 0.860)
C (-3.581, 3.213, 0.681)
O (-3.431, 4.341, 1.125)
C (-3.213, 0.453, -0.899)
C (-3.637, 0.404, -2.361)
C (-4.795, -0.617, -2.526)
I (-2.017, -0.203, -3.652)
H (0.235, -1.918, -0.893)
H (0.129, -2.987, 0.457)
H (-1.297, -2.722, -0.495)
H (-1.837, -0.922, 0.922)
H (-0.459, -1.375, 1.842)
H (0.963, -0.110, 0.149)
H (-0.448, 0.438, -1.488)
H (0.418, 2.875, 0.008)
H (1.882, 3.071, -1.839)
H (0.856, 2.008, -2.835)
H (-0.650, 3.870, -2.179)
H (-2.923, 3.061, -1.945)
H (-2.862, 1.388, 1.546)
H (-1.663, 2.668, 1.268)
H (-4.504, 2.963, 0.123)
H (-2.959, -0.551, -0.596)
H (-4.112, 0.718, -0.355)
H (-4.022, 1.350, -2.701)
H (-5.677, -0.114, -2.896)
H (-4.532, -1.437, -3.168)
H (-5.052, -1.024, -1.555)
C (5.413, -2.145, 2.154)
C (4.380, -2.320, 3.236)
C (3.857, -3.727, 3.414)
O (2.537, -3.491, 3.934)
C (2.134, -2.282, 3.496)
O (1.028, -1.859, 3.600)
O (3.158, -1.616, 2.916)
H (5.626, -1.088, 1.997)
H (6.339, -2.649, 2.428)
H (5.058, -2.552, 1.206)
H (4.748, -1.920, 4.183)
H (4.438, -4.323, 4.112)
H (3.764, -4.262, 2.467)

HOMO = -12.6 eV
Total charge = +1
Strongest force on any atom = 1.8 eV/A

No. 2
ORCA calculation (ωB97M-V/def2-TZVPD) on C18H27CaCl2N2O4 as an isolated structure in a non-equilibrium geometry.

Geometry (Å):
O (-1.001, 1.327, 0.566)
C (-0.700, 2.184, -0.345)
C (-1.973, 2.726, -1.009)
C (-3.154, 2.018, -0.919)
H (-3.170, 1.093, -0.350)
C (-4.308, 2.491, -1.547)
H (-5.227, 1.917, -1.478)
C (-4.278, 3.688, -2.251)
H (-5.175, 4.061, -2.739)
C (-3.088, 4.414, -2.323)
H (-3.056, 5.356, -2.863)
C (-1.938, 3.935, -1.706)
H (-1.007, 4.493, -1.764)
H (-0.195, 3.050, 0.124)
C (1.698, 1.538, -0.791)
C (0.323, 1.658, -1.351)
H (2.467, 1.530, -1.562)
H (1.797, 0.594, -0.211)
H (1.866, 2.338, -0.098)
C (-0.088, 1.237, -2.625)
C (0.792, 0.595, -3.652)
H (-1.117, 1.377, -2.876)
H (0.823, 1.188, -4.556)
H (0.396, -0.396, -3.917)
H (1.809, 0.449, -3.290)
Ca (-0.499, -0.580, 0.543)
Cl (-2.620, -1.389, -0.428)
Cl (0.591, -0.809, -1.511)
C (-0.025, -3.493, -0.030)
O (0.011, -2.689, 0.965)
N (0.220, -4.750, 0.166)
C (0.898, -5.241, 1.358)
C (-0.188, -5.728, -0.822)
H (-0.221, -3.136, -1.043)
H (1.057, -4.409, 2.040)
H (1.865, -5.686, 1.085)
H (0.288, -6.010, 1.843)
H (-0.823, -5.242, -1.569)
H (-0.754, -6.536, -0.347)
H (0.685, -6.159, -1.324)
H (3.962, -0.477, 3.544)
H (2.788, 1.395, 5.158)
C (3.693, 0.273, 2.791)
C (2.458, 1.874, 4.229)
N (2.437, 0.916, 3.147)
H (3.592, -0.206, 1.819)
C (1.337, 0.688, 2.465)
O (1.291, -0.221, 1.588)
H (1.447, 2.274, 4.365)
H (0.474, 1.339, 2.673)
H (4.488, 1.024, 2.737)
H (3.146, 2.696, 3.996)
O (-2.342, -2.676, 2.347)
C (-1.751, -1.906, 1.748)

HOMO = -2.9 eV
Total charge = -1
Strongest force on any atom = 6.4 eV/A

Taking the records one at a time from the top gives DFT total energy values of -4304.10874 -2710.58695 Eh.
Taking the records one at a time from the top gives E_LUMO values of -4.18 2.35 eV.
Taking the records one at a time from the top gives Kohn-Sham gap values of 8.443 5.273 eV.